Density functional theory data (wB97M-V/def2-TZVPD) for a single C20H25N3O5 molecule.

spin multiplicity	1
lowest unoccupied orbital energy	0.530	eV
ΔE to the lowest compared entry with this formula, charge and spin	301.2	kJ/mol
HOMO	-8.129	eV

CARTESIAN COORDINATES (ANGSTROEM)
O -1.995 -1.359 1.916
O -4.007 -2.409 0.365
O -5.397 -0.610 -1.429
O 4.559 0.388 0.713
O -3.371 3.923 -0.352
N -1.218 3.323 -0.239
N 2.916 -0.278 -0.713
N 0.846 0.481 -1.263
C 6.022 -1.965 0.351
C 4.145 -0.383 -0.121
C -3.977 1.078 -0.774
C -2.607 -0.525 1.022
C -5.946 -1.910 -1.422
C 1.940 0.696 -0.536
C -0.129 2.452 -0.334
C 4.952 -1.560 -0.658
C 1.035 2.696 0.413
C -4.350 -0.261 -0.640
C -0.876 -0.883 2.623
C 5.586 -1.131 -1.985
C -2.556 3.031 -0.244
C -2.254 0.805 0.869
C 2.082 1.796 0.305
C -0.151 1.338 -1.170
C -2.986 -3.387 0.392
C -3.641 -1.088 0.245
C -2.922 1.602 -0.056
C 1.132 3.892 1.307
H -2.163 -3.124 -0.277
H 4.278 -2.405 -0.837
H 6.642 -1.105 0.594
H 0.257 3.961 1.952
H 4.827 -0.838 -2.708
H -0.515 -1.732 3.202
H -4.524 1.694 -1.469
H -0.086 -0.542 1.946
H -2.597 -3.533 1.402
H -5.250 -2.645 -1.834
H 2.992 1.932 0.863
H 6.251 -0.287 -1.822
H 5.563 -2.322 1.270
H 6.651 -2.752 -0.057
H -1.481 1.235 1.483
H -1.009 4.314 -0.216
H 2.641 -0.975 -1.392
H -1.013 1.128 -1.787
H -1.146 -0.073 3.308
H 1.186 4.806 0.715
H 6.164 -1.951 -2.405
H -3.456 -4.309 0.047
H -6.247 -2.217 -0.420
H -6.823 -1.845 -2.067
H 2.025 3.832 1.924

Atomic charges from the natural (NBO) analysis, expressed in e, are listed below: -0.52, -0.52, -0.49, -0.61, -0.59, -0.64, -0.61, -0.46, -0.60, 0.70, -0.22, 0.33, -0.24, 0.36, 0.13, -0.31, 0.01, 0.28, -0.25, -0.60, 0.67, -0.32, -0.29, 0.03, -0.24, 0.17, -0.13, -0.65, 0.18, 0.20, 0.23, 0.23, 0.21, 0.20, 0.24, 0.18, 0.19, 0.18, 0.26, 0.22, 0.21, 0.21, 0.22, 0.41, 0.41, 0.21, 0.18, 0.22, 0.21, 0.19, 0.19, 0.19, 0.23


Density functional theory data (wB97M-V/def2-TZVPD) for a single C2H3FS molecule.

spin multiplicity	1
lowest unoccupied orbital energy (alpha / beta)	0.096 / 0.095	eV
ΔE to the lowest compared entry with this formula, charge and spin	20.9	kJ/mol
HOMO (alpha / beta)	-9.208 / -9.207	eV

CARTESIAN COORDINATES (ANGSTROEM)
S -1.851 -0.706 -0.367
F -0.984 1.306 0.980
C -0.727 0.222 0.274
C 0.705 -0.140 -0.172
H 1.391 0.567 0.300
H 0.872 -1.096 0.171
H 0.594 -0.153 -1.187

Atomic charges from the natural (NBO) analysis, expressed in e, are listed below: -0.02, -0.30, 0.31, -0.69, 0.22, 0.24, 0.25


Density functional theory data (wB97M-V/def2-TZVPD) for a molecular structure, C43H49AsCl2IN6O4S2Sr.

spin multiplicity	1
net charge	-1
lowest unoccupied orbital energy	2.235	eV
ΔE to the lowest compared entry with this formula, charge and spin	0.0	kJ/mol
HOMO	-4.760	eV

CARTESIAN COORDINATES (ANGSTROEM)
I 1.403 0.444 -3.090
Sr -0.806 0.905 0.238
As -3.838 1.116 0.912
Cl -2.844 6.736 1.011
Cl -1.540 2.569 -2.271
S -1.540 3.830 0.725
S 2.454 -0.808 2.477
O -1.355 -6.053 0.885
O -1.403 -0.853 2.088
O -1.661 -0.624 -1.337
O 1.483 1.309 0.279
N -0.909 -0.884 4.274
N 0.017 2.043 2.983
N 3.903 -1.860 0.504
N 1.208 -2.221 -1.331
N -3.656 -3.588 -1.649
N 3.586 0.372 0.298
C 2.721 1.339 0.084
C 0.753 -3.155 -5.404
C 0.974 1.586 5.125
C -4.975 -0.464 1.168
C -2.758 5.956 -0.544
C 4.249 4.930 -1.700
C -4.161 -1.355 -2.466
C -2.841 -4.481 -1.078
C -1.202 0.533 4.432
C 2.416 3.653 -0.809
C -1.111 -2.861 -0.822
C 1.007 -2.528 -2.690
C -2.180 4.672 -0.646
C -1.553 -4.172 -0.664
C 2.071 3.084 3.640
C -1.989 -1.874 -1.314
C 0.709 -4.160 -4.448
C 2.941 -4.105 1.002
C 5.111 3.874 -1.431
C 2.045 2.417 4.852
C -2.701 4.833 -3.052
C -0.513 -2.896 2.978
C 1.037 2.869 2.744
C 3.278 2.593 -0.535
C -3.253 -2.334 -1.782
C -3.277 6.652 -1.621
C -2.191 4.160 -1.957
C 2.901 4.817 -1.388
C 4.049 -3.094 1.254
C 0.835 -3.848 -3.107
C -4.858 2.063 -0.462
C 0.940 -1.840 -5.006
C 3.316 -0.749 1.006
C 0.273 -2.410 -0.494
C -0.015 1.427 4.164
C 5.919 -1.446 -0.883
C 1.079 -1.531 -3.661
C -4.491 2.131 2.453
C -0.670 -5.238 -0.065
C -0.974 -1.469 3.061
C -3.250 6.093 -2.889
C 4.628 2.711 -0.852
C 4.454 -1.863 -0.847
H -0.427 -1.372 5.009
H 6.535 -2.123 -0.286
H 2.881 3.750 3.377
H -1.989 0.786 3.724
H -3.653 6.631 -3.736
H 3.155 -5.042 1.522
H 5.014 -3.525 0.968
H -3.968 3.086 2.481
H 1.363 3.561 -0.567
H 6.023 -0.440 -0.482
H 0.808 -4.626 -2.355
H 3.848 -1.211 -1.472
H 6.163 3.957 -1.678
H -4.779 -0.860 2.166
H -5.930 1.965 -0.286
H 0.567 -2.881 2.817
H 0.568 -5.192 -4.747
H 1.017 3.379 1.791
H 0.648 -3.390 -6.455
H 4.091 -2.843 2.313
H 2.825 -4.315 -0.063
H 6.296 -1.459 -1.908
H -0.998 -3.373 2.129
H -2.067 -5.520 1.255
H 1.997 -3.709 1.372
H -4.573 3.115 -0.424
H -1.576 0.691 5.444
H 2.221 5.634 -1.594
H -2.665 4.360 -4.024
H 5.282 1.876 -0.641
H -3.220 -5.492 -0.980
H 4.342 -2.880 -1.234
H -4.699 -0.734 -1.745
H 0.208 -4.776 0.401
H -4.724 -1.239 0.445
H -3.581 -0.675 -3.092
H 0.982 -1.047 -5.740
H -0.727 -3.452 3.891
H 0.520 -2.162 0.542
H -4.283 1.578 3.370
H -6.033 -0.211 1.085
H 2.841 2.546 5.574
H 4.627 5.837 -2.155
H 0.901 1.063 6.071
H -4.607 1.672 -1.447
H -4.893 -1.896 -3.065
H -0.303 -5.922 -0.835
H -3.702 7.632 -1.454
H -5.567 2.297 2.376

Here are the Löwdin charges for atoms 1 to 99, given in e: 1.08, 1.05, 1.02, 0.62, 0.64, 0.48, 0.65, -0.07, -0.09, -0.33, -0.31, 0.09, 0.10, -0.13, 0.13, 0.10, 0.10, -0.54, -0.10, -0.04, -0.31, -0.69, -0.10, -0.03, -0.13, -0.11, -0.03, -0.09, -0.32, -0.77, -0.18, -0.04, -0.35, -0.08, -0.09, -0.09, -0.07, -0.14, 0.01, -0.16, -0.15, -0.27, -0.14, -0.66, -0.08, -0.26, -0.02, -0.31, -0.16, -0.76, -0.09, -0.28, -0.07, -0.62, -0.32, -0.21, -0.53, -0.11, -0.03, -0.23, 0.14, 0.06, 0.11, 0.10, 0.09, 0.08, 0.11, 0.00, 0.09, 0.05, 0.10, 0.08, 0.09, 0.02, 0.02, 0.03, 0.10, 0.06, 0.10, 0.07, 0.06, 0.07, 0.07, 0.08, 0.02, 0.01, 0.13, 0.10, 0.10, 0.10, 0.11, 0.11, 0.05, 0.09, 0.00, 0.08, 0.09, 0.09, 0.09


Density functional theory data (wB97M-V/def2-TZVPD) for a single C19H26F3N7O molecule.

spin multiplicity	1
lowest unoccupied orbital energy	0.753	eV
HOMO	-9.013	eV

CARTESIAN COORDINATES (ANGSTROEM)
F 5.475 -0.536 -1.885
F 5.772 0.533 -0.042
F 5.177 1.593 -1.808
O 1.363 1.951 -1.170
N 0.001 0.980 1.517
N 2.596 -1.970 -0.905
N 0.651 0.958 2.682
N -1.805 -0.304 -0.460
N 3.092 1.302 0.117
N 0.851 -0.982 1.795
N 1.147 -0.200 2.825
C -2.625 -1.135 0.404
C 3.805 -1.474 1.090
C -4.064 -0.630 0.404
C -4.635 -0.651 -1.013
C -2.278 -0.368 -1.832
C 4.987 0.452 -1.132
C -3.706 0.163 -1.913
C 3.306 -1.137 -0.161
C 3.532 -2.740 1.582
C 3.516 0.240 -0.763
C 0.215 3.397 1.054
C -0.663 2.136 0.986
C 2.010 2.080 -0.155
C 0.137 -0.252 0.967
C -0.398 -0.648 -0.355
C 1.713 3.099 0.928
C 2.348 -3.177 -0.432
C 2.787 -3.613 0.808
C -6.058 -0.105 -1.047
H -4.666 -1.253 1.067
H -2.245 -1.402 -2.219
H -2.601 -2.191 0.079
H -4.081 0.393 0.783
H -1.588 2.299 1.546
H -6.079 0.925 -0.699
H -6.454 -0.133 -2.059
H 3.890 -3.032 2.557
H -2.215 -1.091 1.417
H 3.576 1.395 0.997
H 0.154 -0.090 -1.120
H 2.096 2.739 1.885
H 1.767 -3.817 -1.083
H 2.549 -4.604 1.158
H -0.100 4.056 0.245
H -1.618 0.248 -2.448
H -4.647 -1.688 -1.370
H -3.715 1.205 -1.588
H -0.198 -1.722 -0.499
H -4.047 0.123 -2.948
H 2.242 4.020 0.675
H 0.055 3.912 2.002
H -6.709 -0.697 -0.407
H 4.384 -0.774 1.672
H -0.917 1.898 -0.047
H 2.921 0.317 -1.683

Atomic charges from the natural (NBO) analysis, expressed in e, are listed below: -0.31, -0.34, -0.32, -0.64, -0.20, -0.43, -0.09, -0.44, -0.62, -0.32, -0.08, -0.22, -0.24, -0.40, -0.22, -0.22, 0.98, -0.40, 0.20, -0.14, -0.18, -0.40, -0.22, 0.70, 0.35, -0.28, -0.51, 0.04, -0.24, -0.60, 0.21, 0.16, 0.16, 0.20, 0.22, 0.20, 0.21, 0.22, 0.21, 0.41, 0.25, 0.23, 0.19, 0.22, 0.23, 0.21, 0.19, 0.20, 0.21, 0.21, 0.24, 0.22, 0.21, 0.22, 0.26, 0.28


Density functional theory data (wB97M-V/def2-TZVPD) for a molecular structure, C8H26N2O5V.

spin multiplicity	4
lowest unoccupied orbital energy (alpha / beta)	-0.069 / -0.136	eV
HOMO (alpha / beta)	-5.255 / -6.228	eV

CARTESIAN COORDINATES (ANGSTROEM)
V -0.003 -0.635 0.382
O 1.669 -2.113 0.133
O -0.865 1.390 -0.641
O -0.968 0.704 1.940
O 0.920 -0.370 -1.963
O -0.388 -2.011 1.935
N -1.671 -1.342 -0.990
N 1.571 0.887 0.888
C 0.051 1.166 2.797
C -2.209 -2.075 -3.180
C -1.091 -1.843 -2.217
C 2.610 1.332 3.064
C 1.455 0.720 2.313
C 1.705 0.674 -2.553
C -0.154 -0.803 -2.797
C -2.264 1.217 2.329
H 0.263 -1.159 -3.740
H 2.509 1.070 -1.933
H 1.425 -0.353 2.502
H -0.762 0.038 -3.129
H -1.107 1.199 -1.547
H -2.427 2.254 2.034
H -0.524 -2.764 -2.083
H -2.692 -1.153 -3.504
H -2.482 1.185 3.397
H 0.098 2.252 2.872
H -2.323 -2.060 -0.709
H 2.432 1.366 4.139
H 2.584 -1.995 -0.188
H 2.230 0.325 -3.443
H -0.315 2.171 -0.700
H -3.014 -2.715 -2.818
H 3.540 0.779 2.935
H 1.112 1.549 -2.816
H -1.720 -2.455 -4.077
H -0.143 0.669 3.748
H 2.753 2.350 2.701
H -2.341 -0.730 -1.433
H 1.354 1.859 0.724
H -0.365 -2.046 2.911
H -3.029 0.552 1.928
H 2.576 0.916 0.790

Atomic charges from the natural (NBO) analysis, expressed in e, are listed below: 1.22, -1.21, -0.89, -0.54, -0.51, -1.21, -0.80, -0.80, -0.06, -0.62, -0.09, -0.63, -0.10, -0.25, -0.05, -0.25, 0.19, 0.20, 0.25, 0.13, 0.48, 0.17, 0.24, 0.19, 0.18, 0.16, 0.39, 0.22, 0.41, 0.19, 0.48, 0.23, 0.23, 0.15, 0.22, 0.20, 0.19, 0.34, 0.33, 0.43, 0.21, 0.38


Density functional theory data (wB97M-V/def2-TZVPD) for 5 unconnected molecules or ions with the total composition C6H17NO4.

spin multiplicity	1
lowest unoccupied orbital energy	0.311	eV
ΔE to the lowest compared entry with this formula, charge and spin	113.2	kJ/mol
HOMO	-8.209	eV

CARTESIAN COORDINATES (ANGSTROEM)
O -2.016 0.014 1.568
O -2.092 -1.024 -1.046
O -0.505 -3.302 -0.578
O -0.461 -1.863 2.768
N 0.420 2.062 -1.564
C 0.845 1.751 -0.271
C 1.270 -0.557 0.846
C 1.180 0.399 -0.328
C 0.557 1.013 -2.394
C 0.907 2.633 0.924
C 0.968 -0.091 -1.651
H -2.141 0.955 1.743
H 0.919 -0.100 1.767
H 1.163 -1.103 -1.960
H -1.519 -0.721 -1.771
H 0.255 3.004 -1.874
H -0.073 -1.022 2.972
H 0.673 1.963 1.752
H 0.841 -1.536 0.647
H 2.312 -0.938 0.810
H -2.831 -1.428 -1.514
H -0.834 -1.770 1.897
H -1.857 -0.081 0.616
H 0.365 3.558 0.837
H -1.161 -2.649 -0.881
H 0.470 0.967 -3.474
H 0.353 -2.977 -0.864
H 1.989 2.842 1.023

Atomic charges from the natural (NBO) analysis, expressed in e, are listed below: -0.97, -0.96, -0.95, -0.93, -0.50, 0.12, -0.64, -0.09, -0.09, -0.65, -0.34, 0.47, 0.20, 0.21, 0.49, 0.41, 0.45, 0.23, 0.24, 0.22, 0.49, 0.48, 0.49, 0.22, 0.48, 0.22, 0.46, 0.23


> Which of these has the highest spin multiplicity?

C8H26N2O5V